19
Properties=species:S:1:pos:R:3 method="wB97M-V/def2-TZVPD" charge=+2 energy_ha=-451.92701 smiles="[NH2+]=C1N=CC[C@H]([NH3+])N1O"
C 0.21814 -2.06560 0.12330
C 1.62821 -0.19158 -0.05314
C -0.97480 -1.24087 0.41715
C -0.92883 0.36511 0.34224
N 1.36623 -1.55073 -0.00688
N 0.44611 0.76599 0.00932
N 2.81406 0.27678 -0.28381
N -1.77463 0.82434 -0.81659
O 0.58686 2.11057 0.38359
H 0.02992 -3.15674 0.37370
H -1.77549 -1.63669 -0.27189
H -1.39574 -1.60915 1.31246
H -1.33807 0.90941 1.26302
H 3.61229 -0.43900 -0.48085
H 2.80578 1.30213 -0.49856
H -1.78152 1.82256 -0.58734
H -2.73159 0.48103 -0.61296
H -1.56786 0.70215 -1.92674
H 0.76093 2.33030 1.31398



15
Properties=species:S:1:pos:R:3 method="wB97M-V/def2-TZVPD" charge=0 energy_ha=-304.69080
C -2.28524 0.05653 -0.41411
N -0.82891 0.22424 -0.51960
C -0.00552 -0.87746 0.03493
C 1.20826 -0.22846 0.41250
C 2.49784 -0.62030 0.53601
C 0.76616 1.16272 0.61090
N -0.37561 1.46817 0.10936
H -2.78547 0.90814 -0.87987
H -2.52519 -0.03876 0.64030
H -2.53957 -0.86079 -0.94763
H -0.03050 -1.77271 -0.57538
H -0.62866 0.40107 -1.52354
H 2.79926 -1.63109 0.28159
H 3.27680 0.04860 0.88359
H 1.32496 1.94325 1.12254



Values for HOMO energy, eV, ordered as above
-18.77, -6.50
Values for energy above the lowest of the compared OMol25 structures with the same formula, charge and spin, kJ/mol, ordered as above
286.09, 379.89